(1)
The following is a DFT calculation (ωB97M-V with the def2-TZVPD basis set) of a cluster of 9 separate species, C26H74N4O14 in total at a distorted geometry.

Gap between HOMO and LUMO ... 9.2 eV
Lowest unoccupied orbital energy ... 0.41 eV

```
! RIJCOSX wB97M-V def2-TZVPD def2/J DEFGRID3
* xyz 0 1
C -26.00 10.35 -6.20
O -25.59 9.07 -6.72
C -26.55 8.10 -6.32
C -26.48 6.75 -6.97
C -27.55 5.78 -6.50
N -25.20 6.24 -6.59
H -25.29 11.09 -6.38
H -26.29 10.37 -5.17
H -26.89 10.72 -6.71
H -26.46 7.98 -5.32
H -27.59 8.46 -6.46
H -26.78 6.78 -8.02
H -28.49 6.15 -6.90
H -27.67 5.77 -5.37
H -27.32 4.75 -6.80
H -24.52 6.95 -6.86
H -25.02 6.27 -5.58
C -23.45 3.41 -5.40
O -24.19 3.30 -4.17
C -25.52 3.83 -4.39
C -26.25 3.60 -3.00
C -27.75 3.59 -3.09
N -25.76 4.48 -2.05
H -22.41 3.16 -5.32
H -23.38 4.45 -5.62
H -23.93 3.00 -6.30
H -25.44 4.90 -4.46
H -26.00 3.32 -5.20
H -25.94 2.59 -2.82
H -28.04 2.70 -3.58
H -28.14 4.55 -3.46
H -28.08 3.40 -2.12
H -24.85 4.39 -2.29
H -25.87 4.20 -1.10
C -21.90 6.65 -6.96
O -21.95 7.40 -5.69
C -22.01 8.79 -5.81
C -22.18 9.27 -4.36
C -23.50 9.33 -3.78
N -21.64 10.59 -4.18
H -22.41 7.20 -7.67
H -22.47 5.69 -6.92
H -20.95 6.38 -7.40
H -21.07 9.20 -6.23
H -22.87 9.05 -6.41
H -21.55 8.61 -3.75
H -24.08 8.44 -4.15
H -24.01 10.19 -3.92
H -23.39 9.16 -2.68
H -22.31 11.25 -4.62
H -20.71 10.69 -4.60
C -22.85 7.69 1.03
O -22.16 6.54 0.66
C -22.74 5.85 -0.42
C -22.00 6.30 -1.71
C -22.72 5.85 -2.98
N -20.68 5.63 -1.59
H -23.16 8.26 0.17
H -22.27 8.33 1.61
H -23.80 7.60 1.61
H -22.70 4.80 -0.30
H -23.81 5.87 -0.59
H -21.99 7.37 -1.65
H -22.82 4.79 -2.99
H -22.19 6.10 -3.85
H -23.73 6.28 -3.07
H -20.26 5.65 -2.51
H -20.01 6.00 -0.88
O -23.15 12.21 -6.74
C -23.57 12.55 -8.02
C -22.63 12.16 -9.04
O -23.20 12.42 -10.16
H -22.37 12.78 -6.52
H -24.53 12.07 -8.34
H -23.82 13.62 -8.10
H -22.34 11.05 -9.20
H -21.74 12.62 -8.92
H -22.61 12.19 -10.90
O -25.23 2.47 -10.93
C -24.57 2.90 -9.77
C -25.27 4.09 -9.20
O -24.45 4.51 -8.36
H -25.07 1.49 -10.95
H -24.43 2.08 -9.05
H -23.56 3.17 -10.03
H -26.17 3.85 -8.62
H -25.45 4.92 -9.94
H -24.86 5.20 -7.74
O -27.11 0.00 -5.52
C -27.65 0.97 -6.42
C -26.68 0.90 -7.64
O -27.13 1.54 -8.58
H -26.21 0.38 -5.27
H -28.71 0.60 -6.60
H -27.52 1.96 -5.96
H -26.55 -0.07 -7.94
H -25.73 1.42 -7.38
H -26.57 1.35 -9.33
O -25.29 7.05 -11.43
C -24.26 7.46 -10.59
C -24.65 8.73 -9.87
O -23.74 8.94 -9.09
H -24.98 7.09 -12.32
H -24.00 6.71 -9.85
H -23.32 7.63 -11.13
H -25.54 8.63 -9.30
H -24.68 9.50 -10.62
H -24.13 9.52 -8.42
O -25.99 7.11 -3.13
C -26.33 8.28 -2.44
C -26.12 8.05 -0.93
O -26.35 9.20 -0.42
H -26.18 6.28 -2.68
H -25.70 9.13 -2.75
H -27.34 8.62 -2.69
H -25.11 7.86 -0.85
H -26.66 7.33 -0.40
H -25.62 9.79 -0.37
*
```

Here are the Löwdin charges for atoms 1 to 6, given in e:
1. C -0.06
2. O -0.17
3. C -0.20
4. C -0.40
5. C -0.04
6. N 0.08

---

(2)
The following is a DFT calculation (ωB97M-V with the def2-TZVPD basis set) of a cluster of 8 separate species, C26H74N6O8 in total at a distorted geometry.

Gap between HOMO and LUMO ... 8.9 eV
Lowest unoccupied orbital energy ... 0.20 eV

```
! RIJCOSX wB97M-V def2-TZVPD def2/J DEFGRID3
* xyz 0 1
C 0.92 -3.31 -7.95
O -0.25 -2.85 -7.23
C -1.45 -2.84 -8.05
C -2.45 -2.15 -7.04
C -2.67 -2.88 -5.70
N -3.67 -2.06 -7.69
H 1.79 -3.38 -7.21
H 1.32 -2.38 -8.38
H 0.63 -4.07 -8.61
H -1.29 -1.95 -8.83
H -1.59 -3.79 -8.48
H -2.19 -1.23 -6.58
H -1.95 -2.96 -5.02
H -3.07 -3.92 -5.79
H -3.58 -2.50 -5.34
H -3.67 -1.42 -8.42
H -4.18 -1.61 -7.05
C 5.43 4.78 6.20
O 4.31 4.37 5.34
C 4.64 4.55 3.95
C 3.40 4.23 3.12
C 3.55 4.66 1.56
N 2.27 4.99 3.74
H 6.38 4.56 5.93
H 5.19 4.44 7.38
H 5.48 5.83 6.42
H 4.91 5.52 3.62
H 5.48 3.99 3.69
H 2.89 3.18 3.10
H 4.18 4.12 0.98
H 3.85 5.62 1.30
H 2.55 4.71 1.02
H 2.34 4.89 4.79
H 1.52 4.49 3.42
C 1.30 1.82 -0.92
O -0.03 1.37 -0.92
C -0.22 0.11 -1.59
C -1.63 -0.17 -1.54
C -2.22 -1.41 -2.41
N -2.24 1.04 -2.22
H 2.14 1.20 -0.36
H 1.42 2.90 -0.49
H 1.60 2.00 -1.98
H 0.25 0.15 -2.51
H 0.11 -0.66 -0.93
H -1.97 -0.03 -0.63
H -1.77 -2.25 -2.01
H -1.64 -1.45 -3.40
H -3.25 -1.50 -2.43
H -2.13 1.26 -3.09
H -2.00 2.04 -1.89
C -6.36 -1.82 -1.77
O -5.97 -2.15 -0.41
C -6.79 -1.65 0.62
C -6.11 -2.05 2.03
C -5.92 -3.56 2.22
N -7.13 -1.70 3.11
H -5.82 -2.29 -2.55
H -6.50 -0.70 -1.77
H -7.34 -2.26 -1.94
H -6.68 -0.60 0.54
H -7.94 -1.91 0.50
H -5.26 -1.54 2.38
H -5.30 -3.98 1.36
H -6.84 -3.90 1.98
H -5.45 -3.81 3.17
H -7.55 -0.75 2.91
H -6.72 -1.63 3.86
C -0.68 3.46 2.16
O -0.29 2.99 3.38
C -0.51 1.59 3.56
C -0.09 1.17 4.95
C 1.38 0.72 4.94
N -0.78 -0.13 5.11
H -1.84 3.11 1.91
H 0.09 3.04 1.34
H -0.85 4.64 2.37
H -1.63 1.59 3.50
H -0.36 1.03 2.56
H -0.43 1.83 5.51
H 1.63 0.12 4.29
H 1.49 0.24 5.89
H 2.00 1.74 4.75
H -0.43 -0.95 4.44
H -1.66 0.23 4.78
C 4.74 -0.17 -2.16
O 5.78 0.48 -1.38
C 5.42 0.64 -0.01
C 6.64 1.17 0.79
C 6.22 1.41 2.14
N 6.92 2.47 0.09
H 4.84 -1.44 -2.19
H 5.11 -0.07 -3.32
H 3.65 0.14 -1.93
H 4.62 1.24 0.08
H 5.11 -0.42 0.38
H 7.39 0.34 0.88
H 7.06 1.82 2.67
H 5.96 0.61 2.81
H 5.30 1.98 2.12
H 6.03 2.96 0.05
H 6.73 2.39 -0.85
C -1.11 -2.07 1.67
O -0.29 -2.03 2.82
H -2.25 -1.92 1.99
H -0.84 -3.02 1.04
H -0.96 -1.19 1.26
H 0.54 -2.39 2.68
C -1.63 -5.64 -0.78
O -0.84 -4.61 -1.35
H -2.42 -5.44 -0.09
H -0.96 -6.36 -0.13
H -1.94 -6.38 -1.50
H -0.89 -4.71 -2.32
*
```

Here are the Löwdin charges for atoms 1 to 6, given in e:
1. C -0.09
2. O -0.25
3. C -0.12
4. C -0.43
5. C -0.05
6. N 0.05